1.
9
Properties=species:S:1:pos:R:3 method="wB97M-V/def2-TZVPD" e_above_lowest_kj_mol=0.0 spin_multiplicity=4 max_force_ev_per_a=13.49 total_energy_ev=-9653.59440 e_homo_ev="-9.95 / -13.56" charge=+1
H -1.818 0.649 -0.232
Pt 1.644 -0.014 -2.207
Li 2.125 -0.638 0.852
C 0.050 0.396 -0.104
H -0.103 1.483 -0.151
C -0.693 -0.352 0.807
H -0.454 -1.414 0.968
O 1.232 -0.058 -0.613
O -1.982 -0.052 0.681

=====

2.
14
Properties=species:S:1:pos:R:3 method="wB97M-V/def2-TZVPD" e_above_lowest_kj_mol=206.4 spin_multiplicity=2 max_force_ev_per_a=4.74 total_energy_ev=-8361.08852 e_homo_ev="-14.53 / -14.53" charge=+1
H -2.059 0.171 -0.216
H -0.963 -0.330 2.050
H 1.758 -0.801 -1.326
C 1.164 -0.285 -0.587
O -1.689 -0.584 2.755
H 1.195 0.071 1.484
O -1.101 0.364 0.084
H 0.301 -0.130 -2.949
H 2.582 0.904 0.577
C -0.166 0.030 -0.951
C -0.428 0.263 -2.277
H -1.074 -0.636 3.430
H -1.270 0.786 -2.636
C 1.751 0.177 0.563

=====

3.
11
Properties=species:S:1:pos:R:3 method="wB97M-V/def2-TZVPD" e_above_lowest_kj_mol=622.9 smiles="C=[SH](=C)N" max_force_ev_per_a=3.16 total_energy_ev=-14506.20478 e_homo_ev=-8.07
H 1.023 -1.886 -0.449
C 1.139 1.076 -0.735
N -1.499 0.599 -0.010
C 0.018 -1.632 -0.125
H 1.543 1.744 0.031
S 0.112 -0.005 0.235
H 0.046 0.282 1.772
H 1.958 0.379 -0.983
H -0.263 -2.315 0.622
H -1.839 0.950 -0.954
H -2.237 0.809 0.596

=====

4.
10
Properties=species:S:1:pos:R:3 method="wB97M-V/def2-TZVPD" e_above_lowest_kj_mol=297.5 max_force_ev_per_a=3.10 total_energy_ev=-26704.44547 e_homo_ev="-9.59 / -9.59"
N -0.407 0.059 -1.555
O 0.592 -0.381 2.411
P -0.559 -1.610 -1.326
H -3.436 0.888 -0.416
S -1.431 1.122 -1.239
H -0.371 -2.019 -3.548
H 1.510 -0.139 2.669
N -2.684 0.304 -0.749
H 0.653 -0.116 1.496
N -0.690 -2.434 -2.662

=====

5.
14
Properties=species:S:1:pos:R:3 method="wB97M-V/def2-TZVPD" e_above_lowest_kj_mol=440.5 smiles="[NH3+][C@@H]1CC12C=C2" max_force_ev_per_a=3.84 total_energy_ev=-6793.52284 e_homo_ev=-13.40 charge=+1
C -0.094 -1.308 0.318
H -1.932 1.469 -0.752
H 2.028 1.257 1.493
H 0.018 -2.222 -0.174
C 1.909 0.665 0.616
H -2.490 0.215 0.301
C 2.005 0.079 -0.565
C -0.491 -0.101 -0.446
H -1.385 1.338 0.816
H -0.639 -0.168 -1.527
H 2.395 -0.333 -1.509
H -0.533 -1.454 1.295
C 0.803 -0.193 0.129
N -1.593 0.755 0.006

=====

6.
9
Properties=species:S:1:pos:R:3 method="wB97M-V/def2-TZVPD" e_above_lowest_kj_mol=260.7 spin_multiplicity=3 max_force_ev_per_a=3.65 total_energy_ev=-14854.87554 e_homo_ev="-6.00 / -9.24"
C -0.309 -1.932 0.303
H 0.800 -2.351 0.189
H -0.945 -2.733 0.025
H -1.036 2.406 -1.081
H 0.958 0.416 -0.690
N -0.726 -0.765 0.382
P 0.398 0.624 0.646
N -1.743 0.564 -1.258
N -1.049 1.414 -0.883